Here is 2 unconnected molecules or ions with the total composition C16H29ClF6N3OPS2 in a non-equilibrium geometry from the Open Molecules 2025 dataset. Energies are from ωB97M-V/def2-TZVPD.

Geometry as ORCA input:
```
! wB97M-V def2-TZVPD RIJCOSX def2/J DEFGRID3
* xyz 0 1
C -3.769 5.661 -3.040
C -2.954 4.201 -3.064
C -2.092 4.148 -1.670
C -1.877 2.646 -1.044
O -0.966 2.767 0.106
C -1.487 2.058 1.285
C -0.422 1.091 2.070
N -1.201 0.540 3.244
C -0.664 -0.408 4.337
C 0.891 -0.099 4.752
C 2.019 -0.672 3.710
S 1.620 -2.328 2.932
C 2.726 -2.593 1.401
S 4.427 -2.607 1.665
N 2.054 -2.797 0.060
C 3.024 -2.750 -1.099
C 3.576 -1.212 -1.437
C 1.312 -4.116 0.041
C -0.286 -3.841 -0.245
C -2.636 1.101 3.164
C -3.848 0.720 4.238
N -2.835 2.061 1.972
Cl -4.226 2.967 1.487
H -2.929 6.469 -2.799
H -4.513 5.659 -2.131
H -4.253 5.930 -4.070
H -2.185 4.305 -3.968
H -3.663 3.287 -3.247
H -1.003 4.558 -1.937
H -2.529 4.854 -0.823
H -2.862 2.050 -0.833
H -1.283 2.026 -1.871
H 0.682 0.926 1.719
H -0.900 -1.538 4.103
H -1.320 -0.144 5.300
H 1.006 1.089 4.744
H 1.174 -0.422 5.858
H 2.344 0.112 2.870
H 3.010 -0.838 4.355
H 2.402 -3.063 -2.068
H 3.908 -3.530 -1.027
H 3.543 -0.596 -0.439
H 4.669 -1.226 -1.866
H 2.820 -0.734 -2.209
H 1.687 -4.842 -0.828
H 1.367 -4.651 1.107
H -0.802 -4.890 -0.413
H -0.770 -3.300 0.684
H -0.421 -3.186 -1.213
H -3.483 0.065 5.140
H -4.357 1.705 4.613
H -4.669 0.061 3.675
F 2.341 -3.686 -4.774
P 2.992 -2.383 -5.327
F 2.457 -2.780 -6.736
F 4.269 -3.220 -5.638
F 4.198 -1.429 -5.075
F 2.490 -2.032 -3.894
F 2.198 -1.146 -5.845
*
```

Output
- HOMO level: -8.56 eV
- HOMO-LUMO gap: 5.97 eV

Here is 4 unconnected molecules or ions with the total composition C16H29F3O11 in a non-equilibrium geometry from the Open Molecules 2025 dataset. Energies are from ωB97M-V/def2-TZVPD.

Geometry as ORCA input:
```
! wB97M-V def2-TZVPD RIJCOSX def2/J DEFGRID3
* xyz 0 1
C -0.931 1.031 0.455
C -0.575 1.429 -1.037
O 0.745 0.773 -1.164
C 1.243 0.430 -2.409
O 0.688 0.624 -3.475
C 2.515 -0.417 -2.420
F 3.433 0.259 -2.939
F 2.905 -0.870 -1.138
F 2.388 -1.461 -3.115
H -0.722 -0.021 0.647
H -1.982 1.174 0.707
H -0.406 1.529 1.271
H -0.395 2.499 -0.933
H -1.387 1.208 -1.729
C 0.250 -3.249 -0.363
C 0.050 -3.797 1.026
O -0.233 -2.766 1.881
C 0.707 -1.877 2.315
O 0.515 -0.889 3.040
O 1.925 -2.140 1.755
C 3.006 -1.418 2.222
H 0.704 -2.258 -0.353
H -0.602 -3.184 -1.039
H 1.016 -3.776 -0.933
H 0.914 -4.364 1.372
H -0.798 -4.469 0.894
H 3.088 -1.579 3.297
H 2.894 -0.356 2.006
H 3.929 -1.747 1.743
C 2.611 0.923 -6.380
C 3.306 2.103 -5.610
O 2.411 3.127 -5.478
C 2.650 4.113 -4.604
O 3.408 3.953 -3.630
O 1.839 5.094 -4.896
C 1.309 5.815 -3.846
H 1.802 0.558 -5.748
H 3.270 0.056 -6.338
H 2.252 1.058 -7.401
H 4.272 2.370 -6.038
H 3.540 1.649 -4.646
H 0.892 6.758 -4.200
H 2.152 6.060 -3.199
H 0.591 5.264 -3.239
C -3.163 -0.236 2.539
C -4.280 -0.827 3.382
O -3.867 -0.972 4.720
C -4.551 -1.562 5.626
O -5.592 -2.170 5.469
O -3.814 -1.577 6.728
C -4.329 -2.288 7.870
H -2.626 0.665 2.835
H -3.658 -0.069 1.583
H -2.329 -0.930 2.434
H -4.539 -1.778 2.916
H -5.114 -0.161 3.160
H -5.173 -1.680 8.194
H -3.533 -2.331 8.613
H -4.625 -3.302 7.600
*
```

Output
- HOMO level: -10.49 eV
- Energy above the lowest of the compared OMol25 structures with the same formula, charge and spin: 2.862 eV
- SMILES: CCOC(=O)C(F)(F)F.CCOC(=O)OC.CCOC(=O)OC.CCOC(=O)OC
- HOMO-LUMO gap: 11.06 eV

Here is 3 unconnected molecules or ions with the total composition C16H29F5NO10P2S in a non-equilibrium geometry from the Open Molecules 2025 dataset. Energies are from ωB97M-V/def2-TZVPD.

Geometry as ORCA input:
```
! wB97M-V def2-TZVPD RIJCOSX def2/J DEFGRID3
* xyz 1 1
C -8.031 -1.224 -0.153
C -6.730 -1.976 -0.820
C -6.684 -3.598 -1.083
C -5.408 -4.438 -1.703
C -4.059 -3.581 -2.115
C -4.086 -1.959 -1.861
C -2.747 -1.017 -2.202
N -2.106 -0.747 -0.832
S -0.389 -0.437 -0.902
O -0.029 0.320 0.435
O -0.068 0.516 -2.099
C 0.695 -1.964 -0.938
F 0.519 -2.667 -2.246
F 2.121 -1.462 -0.937
C 0.558 -2.948 0.365
F 1.037 -2.367 1.644
F -0.800 -3.486 0.608
F 1.465 -4.126 0.090
C -5.375 -1.117 -1.226
H -8.993 -1.866 -0.356
H -7.817 -1.146 1.014
H -8.117 -0.122 -0.543
H -7.646 -4.212 -0.755
H -5.391 -5.622 -1.852
H -3.080 -4.042 -2.577
H -2.034 -1.588 -2.942
H -3.082 -0.021 -2.734
H -2.303 -1.598 -0.250
H -2.662 0.043 -0.396
H -5.276 0.037 -1.054
C 4.764 0.254 4.244
O 4.137 -0.690 5.101
P 4.975 -2.155 5.479
O 6.268 -1.356 5.691
O 4.838 -2.640 3.909
C 3.524 -2.889 3.442
O 5.813 -3.621 5.856
C 7.143 -3.791 5.397
H 3.987 0.894 3.817
H 5.449 0.883 4.820
H 5.299 -0.234 3.426
H 3.253 -2.109 2.724
H 2.795 -2.888 4.259
H 3.497 -3.859 2.940
H 7.838 -3.251 6.055
H 7.259 -3.458 4.370
H 7.393 -4.855 5.455
C -0.339 3.656 -1.595
O -0.953 4.906 -1.877
P -0.370 5.836 -3.214
O -0.316 4.563 -4.070
O 1.058 6.074 -2.429
C 1.001 6.841 -1.238
O 0.212 6.766 -4.552
C 1.204 6.209 -5.398
H -0.544 3.405 -0.551
H -0.772 2.877 -2.228
H 0.744 3.696 -1.734
H 1.192 6.182 -0.387
H 0.023 7.315 -1.108
H 1.772 7.614 -1.269
H 0.739 5.515 -6.111
H 1.979 5.704 -4.829
H 1.659 7.021 -5.974
*
```

Output
- HOMO level: -11.11 eV
- HOMO-LUMO gap: 5.39 eV

Here is a molecular structure, C16H29F6GeNO9S4Ti from the Open Molecules 2025 dataset. Energies are from ωB97M-V/def2-TZVPD.

Geometry as ORCA input:
```
! wB97M-V def2-TZVPD RIJCOSX def2/J DEFGRID3
* xyz -2 1
Ti 0.645 0.961 0.390
C -1.506 -0.973 1.454
C -0.909 -2.212 0.788
O 0.003 -1.733 -0.167
C 0.661 -2.745 -0.891
C 1.284 -2.147 -2.135
O 0.445 -1.355 -2.955
C -0.710 -1.930 -3.492
C -1.943 -1.853 -2.603
O -2.150 -0.533 -2.175
C -3.067 -0.399 -1.106
C -2.562 0.600 -0.087
O -1.387 0.152 0.582
H -0.962 -0.717 2.359
H -2.552 -1.118 1.732
H -1.674 -2.829 0.290
H -0.408 -2.835 1.539
H -0.060 -3.538 -1.142
H 1.461 -3.187 -0.284
H 1.720 -2.972 -2.720
H 2.076 -1.474 -1.816
H -0.553 -2.988 -3.763
H -0.916 -1.377 -4.414
H -1.836 -2.515 -1.741
H -2.802 -2.220 -3.192
H -3.239 -1.372 -0.630
H -4.037 -0.045 -1.483
H -3.331 0.809 0.663
H -2.288 1.540 -0.559
F 0.349 5.274 2.713
C 0.486 4.596 1.556
F 0.825 5.512 0.621
F 1.567 3.801 1.711
S -1.109 3.630 1.164
O -0.368 2.576 0.223
O -1.732 4.538 0.200
N -1.706 3.092 2.371
S 0.100 1.415 3.787
O -0.992 0.489 4.138
O 0.776 0.997 2.482
C 1.417 0.721 4.945
F 1.569 -0.606 4.853
F 2.630 1.282 4.775
F 1.054 0.985 6.225
C 4.569 -1.147 4.020
O 4.087 -0.500 2.847
C 3.261 -1.154 2.029
S 2.738 -2.705 2.352
S 2.889 -0.268 0.591
H 5.157 -0.392 4.537
H 5.185 -2.006 3.748
H 3.745 -1.486 4.643
C 2.010 2.021 -4.273
Ge 2.785 1.472 -2.544
C 3.949 2.918 -1.894
C 3.983 -0.039 -2.962
C 1.400 1.131 -1.277
H 2.790 2.246 -5.005
H 1.385 2.906 -4.141
H 1.386 1.212 -4.656
H 4.596 3.304 -2.687
H 4.569 2.539 -1.080
H 3.339 3.731 -1.499
H 4.824 0.324 -3.559
H 3.461 -0.808 -3.534
H 4.365 -0.483 -2.042
H 0.406 1.526 -1.592
*
```

Output
- HOMO level: -1.71 eV
- Energy above the lowest of the compared OMol25 structures with the same formula, charge and spin: 0.000 eV
- HOMO-LUMO gap: 6.02 eV

Here is 4 unconnected molecules or ions with the total composition C16H29FN3O6 from the Open Molecules 2025 dataset. Energies are from ωB97M-V/def2-TZVPD.

Geometry as ORCA input:
```
! wB97M-V def2-TZVPD RIJCOSX def2/J DEFGRID3
* xyz 1 1
C 0.899 -5.905 1.494
N 1.571 -4.799 0.804
C 1.252 -3.535 0.892
N 1.991 -2.572 0.337
N 0.165 -3.143 1.676
C -1.084 -2.820 0.952
C -2.044 -3.976 0.840
F -0.743 -2.402 -0.330
H 1.183 -6.824 0.993
H -0.175 -5.790 1.439
H 1.218 -5.943 2.532
H 2.386 -5.036 0.256
H 2.511 -2.818 -0.497
H 1.463 -1.712 0.181
H 0.450 -2.348 2.238
H -1.520 -1.961 1.455
H -3.060 -3.600 0.749
H -1.836 -4.556 -0.059
H -1.987 -4.611 1.719
O -1.319 1.137 0.906
C -0.307 1.285 0.286
O 0.613 0.271 0.216
C 1.779 0.728 -0.491
C 1.325 1.894 -1.355
C 0.209 2.478 -0.484
H 2.533 1.022 0.243
H 2.152 -0.111 -1.081
H 2.132 2.584 -1.581
H 0.904 1.538 -2.296
H 0.597 3.189 0.247
H -0.585 2.942 -1.060
O 3.083 2.954 2.381
C 2.143 2.796 3.103
O 0.963 2.331 2.624
C -0.036 2.293 3.664
C 0.759 2.256 4.967
C 2.015 3.042 4.593
H -0.646 3.194 3.578
H -0.667 1.428 3.482
H 0.206 2.670 5.806
H 1.026 1.226 5.210
H 1.895 4.116 4.744
H 2.923 2.727 5.101
O -1.310 3.570 -3.110
C -1.627 2.846 -4.009
O -0.762 1.948 -4.542
C -1.361 1.287 -5.674
C -2.867 1.425 -5.467
C -2.954 2.761 -4.735
H -1.020 1.792 -6.580
H -1.004 0.261 -5.685
H -3.422 1.389 -6.400
H -3.228 0.623 -4.823
H -3.008 3.608 -5.421
H -3.772 2.846 -4.025
*
```

Output
- HOMO level: -12.24 eV
- Energy above the lowest of the compared OMol25 structures with the same formula, charge and spin: 0.000 eV
- HOMO-LUMO gap: 9.28 eV

Here is a molecular structure, C16H30BBrN2O12Sr in a non-equilibrium geometry from the Open Molecules 2025 dataset. Energies are from ωB97M-V/def2-TZVPD.

Geometry as ORCA input:
```
! wB97M-V def2-TZVPD RIJCOSX def2/J DEFGRID3
* xyz 0 1
Sr 1.119 -0.843 0.623
O -3.962 3.999 -5.216
C -3.548 3.597 -4.112
O -3.266 2.408 -3.765
B -2.903 2.300 -2.332
O -3.125 3.653 -1.819
C -3.385 4.495 -2.773
O -3.454 5.694 -2.798
O -1.504 1.795 -2.127
C -1.450 0.696 -1.462
O -0.498 0.100 -1.063
C -2.949 0.275 -1.203
O -3.747 1.241 -1.655
O -3.422 -0.726 -0.674
Br 3.286 -2.618 1.691
C 2.222 1.207 3.272
O 2.199 1.088 1.831
C 3.066 1.847 1.060
C 2.745 1.864 -0.419
N 2.778 0.482 -0.809
C 2.391 0.341 -2.188
C 2.444 -1.090 -2.611
O 1.707 -1.883 -1.610
C 2.012 -3.257 -1.674
H 2.200 2.253 3.576
H 3.114 0.715 3.660
H 1.324 0.647 3.531
H 4.095 1.519 1.207
H 3.091 2.895 1.359
H 3.559 2.337 -0.969
H 1.890 2.504 -0.638
H 3.738 0.186 -0.913
H 3.106 0.862 -2.824
H 1.430 0.735 -2.521
H 3.511 -1.298 -2.684
H 1.977 -1.249 -3.582
H 3.094 -3.387 -1.679
H 1.556 -3.606 -2.600
H 1.618 -3.870 -0.863
C -1.161 -3.119 -1.063
O -0.469 -2.741 0.213
C -1.066 -3.474 1.278
C -0.465 -2.998 2.587
N -0.388 -1.542 2.732
C -1.705 -0.896 2.524
C -1.635 0.614 2.649
O -0.913 1.108 1.505
C -1.027 2.545 1.482
H -0.955 -2.332 -1.788
H -2.249 -3.119 -0.985
H -0.855 -4.106 -1.408
H -0.899 -4.541 1.128
H -2.140 -3.319 1.385
H 0.558 -3.327 2.768
H -1.058 -3.391 3.413
H -0.256 -1.348 3.715
H -2.291 -1.215 3.386
H -2.240 -1.221 1.632
H -1.160 0.986 3.556
H -2.675 0.929 2.731
H -0.369 2.801 0.652
H -0.575 2.980 2.373
H -2.068 2.817 1.305
*
```

Output
- HOMO level: -8.73 eV
- Energy above the lowest of the compared OMol25 structures with the same formula, charge and spin: 1.809 eV
- HOMO-LUMO gap: 8.67 eV

Here is a molecular structure, C16H30Cl4O5 in a non-equilibrium geometry from the Open Molecules 2025 dataset. Energies are from ωB97M-V/def2-TZVPD.

Geometry as ORCA input:
```
! wB97M-V def2-TZVPD RIJCOSX def2/J DEFGRID3
* xyz 0 1
C 1.033 1.430 -0.337
Cl 1.248 -0.102 0.577
Cl 2.413 1.603 -1.363
Cl -0.563 1.372 -1.266
Cl 0.849 2.654 0.852
C 2.821 -0.302 3.298
C 2.041 1.000 3.180
O 0.926 1.166 3.519
C 2.633 2.169 2.520
H 2.211 -1.145 3.624
H 3.539 -0.179 4.108
H 3.364 -0.648 2.418
H 2.944 2.959 3.203
H 1.896 2.672 1.895
H 3.491 1.821 1.946
C 2.336 -1.474 -1.810
C 1.325 -1.387 -2.887
O 0.562 -2.312 -3.070
C 1.153 -0.122 -3.576
H 2.274 -2.379 -1.207
H 1.974 -0.815 -1.020
H 3.353 -1.273 -2.146
H 0.120 0.227 -3.572
H 1.490 -0.297 -4.598
H 1.875 0.593 -3.183
C -1.213 1.939 1.645
C -1.747 0.588 1.810
O -2.389 0.092 0.844
C -1.782 -0.063 3.154
H -1.979 2.683 1.864
H -0.901 2.328 0.676
H -0.440 2.009 2.410
H -2.756 0.138 3.600
H -0.962 0.326 3.757
H -1.553 -1.113 2.970
C 0.712 -2.219 0.266
C -0.149 -3.426 0.033
O -0.635 -3.978 0.942
C -0.309 -3.854 -1.408
H 1.748 -2.357 -0.046
H 0.811 -1.979 1.324
H 0.323 -1.342 -0.251
H -0.994 -4.702 -1.386
H 0.651 -4.197 -1.793
H -0.863 -3.087 -1.950
C -3.703 1.820 -3.252
C -3.766 1.200 -1.883
O -4.812 0.652 -1.389
C -2.578 1.377 -0.844
H -3.394 2.853 -3.089
H -4.662 1.783 -3.768
H -2.963 1.244 -3.807
H -1.863 0.557 -0.914
H -3.027 1.143 0.122
H -2.110 2.356 -0.742
*
```

Output
- HOMO level: -8.51 eV
- Energy above the lowest of the compared OMol25 structures with the same formula, charge and spin: 16.234 eV
- HOMO-LUMO gap: 8.45 eV

Here is 11 unconnected molecules or ions with the total composition C16H30Cl8N8O16 in a non-equilibrium geometry from the Open Molecules 2025 dataset. Energies are from ωB97M-V/def2-TZVPD.

Geometry as ORCA input:
```
! wB97M-V def2-TZVPD RIJCOSX def2/J DEFGRID3
* xyz -1 2
C 1.135 -9.640 -13.219
Cl 2.009 -8.243 -13.896
Cl 0.559 -9.132 -11.625
Cl -0.319 -9.802 -14.203
Cl 2.063 -11.167 -13.202
C -3.271 -10.413 -11.225
Cl -3.484 -10.232 -13.017
Cl -4.847 -10.773 -10.428
Cl -1.948 -11.566 -10.873
Cl -2.683 -8.799 -10.658
C 0.601 -13.790 -4.496
N 0.922 -15.112 -5.038
O 2.111 -15.432 -5.126
O 0.021 -15.903 -5.376
H 1.125 -13.627 -3.555
H -0.485 -13.831 -4.410
H 0.908 -13.171 -5.339
C 2.521 -7.845 -7.824
N 1.113 -7.389 -7.811
O 0.316 -7.816 -8.650
O 0.867 -6.560 -6.895
H 2.996 -7.805 -6.843
H 3.074 -7.131 -8.433
H 2.481 -8.879 -8.167
C 4.841 -11.716 -6.372
N 3.890 -11.098 -5.468
O 3.492 -9.980 -5.602
O 3.638 -11.832 -4.507
H 4.481 -12.707 -6.650
H 5.816 -11.817 -5.894
H 4.895 -11.153 -7.304
C 5.688 -10.136 -10.692
N 4.808 -9.111 -10.022
O 5.194 -8.482 -9.034
O 3.788 -8.843 -10.622
H 6.702 -10.148 -10.293
H 5.715 -9.895 -11.755
H 5.259 -11.131 -10.579
C 0.160 -15.858 -11.199
N 0.981 -14.627 -11.351
O 2.216 -14.612 -11.151
O 0.340 -13.675 -11.742
H -0.280 -15.689 -10.216
H 0.865 -16.687 -11.150
H -0.572 -15.941 -12.003
C 3.894 -15.651 -8.269
N 4.239 -16.863 -9.036
O 5.287 -17.449 -8.851
O 3.432 -17.102 -9.913
H 4.063 -14.916 -9.056
H 4.568 -15.512 -7.424
H 2.862 -15.770 -7.939
C -1.004 -8.494 -5.390
N -0.697 -9.650 -6.271
O 0.167 -10.394 -5.880
O -1.281 -9.670 -7.338
H -1.472 -7.762 -6.049
H -0.045 -8.144 -5.008
H -1.513 -8.808 -4.479
C 1.108 -11.572 -9.089
N 2.368 -12.253 -8.656
O 2.238 -12.976 -7.707
O 3.400 -11.990 -9.242
H 1.227 -10.498 -9.237
H 0.446 -11.835 -8.264
H 0.806 -12.036 -10.028
C -2.352 -13.841 -6.731
C -2.929 -14.291 -5.542
C -3.824 -13.509 -4.899
C -4.046 -12.213 -5.257
C -3.542 -11.739 -6.472
C -2.721 -12.557 -7.242
H -1.633 -14.465 -7.241
H -2.713 -15.275 -5.153
H -4.202 -13.734 -3.913
H -4.756 -11.674 -4.648
H -3.701 -10.692 -6.686
H -2.216 -12.166 -8.113
*
```

Output
- HOMO level (alpha / beta): -0.95 / -5.40 eV
- HOMO-LUMO gap (alpha / beta): 2.49 / 6.94 eV